1.
Below is a structure of composition C4H9N2 in a non-equilibrium geometry, with properties calculated with ωB97M-V/def2-TZVPD.

- HOMO: -15.1972 eV
- E_tot: -266.89450 hartree
- Orbital gap: 10.50 eV
- Relative energy (zero: lowest compared OMol25 entry of this formula, charge and spin): 5.572 eV
- E_LUMO: -4.70 eV
- Max |F|: 5.057 eV/Å
- Net charge: +1

Atoms and positions in Å:
H -1.297 0.205 -0.695
H 0.267 -0.103 1.954
C 0.058 -0.736 1.095
C -1.457 -0.345 1.060
N 1.395 1.317 0.073
H 1.812 -0.626 -0.209
C 0.722 1.590 -1.074
H -2.052 -1.042 1.567
H -1.641 0.632 1.375
H 0.276 -1.765 1.453
H -1.932 -0.738 -0.051
H 2.148 1.607 0.652
H 0.852 2.406 -1.703
C 0.860 -0.066 -0.105
N 0.104 0.463 -1.310

***

2.
Below is the ion CH3O2 with charge -1 in a non-equilibrium geometry, with properties calculated with ωB97M-V/def2-TZVPD.

- HOMO: -2.5981 eV
- E_tot: -190.36350 hartree
- Structure (SMILES): [O-]CO
- Orbital gap: 7.63 eV
- Relative energy (zero: lowest compared OMol25 entry of this formula, charge and spin): 0.270 eV
- E_LUMO: 5.04 eV
- Max |F|: 2.376 eV/Å
- Net charge: -1

Atoms and positions in Å:
O 0.913 0.035 -0.835
H -0.074 1.446 0.101
H 0.689 0.185 1.260
O -1.061 -0.395 0.466
C -0.040 0.380 0.419
H 0.926 -0.909 -1.041

***

3.
Below is a cluster of 4 separate species, C27H39N2O13 in total, with properties calculated with ωB97M-V/def2-TZVPD.

- HOMO: -12.5003 eV
- E_tot: -2139.71163 hartree
- Orbital gap: 8.42 eV
- E_LUMO: -4.08 eV
- Max |F|: 0.900 eV/Å
- Net charge: +1

Atoms and positions in Å:
H 7.629 0.936 3.496
H -3.336 3.185 -6.159
C -0.459 1.509 -2.286
C 1.723 1.532 -0.233
H -1.266 -6.313 3.359
O -1.325 5.383 -4.905
C -2.053 4.966 -6.090
H -1.720 -4.814 4.210
C -1.762 0.716 -0.519
C 5.519 0.525 3.644
H -0.057 1.730 0.987
H -4.638 -3.459 -0.436
H -4.530 -0.308 1.717
H -0.732 -3.985 1.434
O 7.034 -0.825 2.620
C 7.384 -0.564 5.016
H 1.836 0.933 -1.138
H 2.344 2.418 -0.376
H -3.183 5.805 -7.699
H -1.893 0.646 0.550
H -1.339 4.455 -6.741
H -4.149 1.380 1.314
H 3.346 0.679 0.821
C 2.265 0.714 0.946
O 1.363 -4.993 6.417
H -3.896 4.462 -5.050
H 5.326 1.523 4.028
H -5.835 0.892 1.412
C -1.314 0.949 -3.204
H -4.564 -2.931 1.264
C -3.364 -0.367 -3.780
H -1.144 1.083 -4.261
O -0.677 4.299 -3.041
H 1.077 -0.954 1.747
C -0.890 -5.465 3.924
O -2.771 -1.148 -4.706
H -1.836 -1.281 -4.506
H 7.353 0.156 5.834
O -5.633 0.812 -1.096
H 0.885 -5.390 2.710
C 6.968 0.097 3.730
C 6.126 -0.442 1.701
C -2.662 0.126 -1.388
O 0.928 -4.172 4.361
C -0.217 -3.588 2.309
C -4.652 -2.596 0.231
C 1.742 -0.742 0.908
H -1.902 6.859 -7.084
C -1.347 4.378 -4.028
C 0.214 -4.699 3.229
O -4.529 -0.137 -3.797
H 6.725 -1.400 5.254
H 8.397 -0.953 4.934
C 0.750 -5.025 5.405
H 4.852 -0.193 4.126
H -0.886 -2.896 2.823
H 3.388 -1.829 1.846
C -3.479 -1.724 -0.113
C -3.021 3.975 -5.483
H 0.412 2.078 -2.574
H -3.383 6.654 -6.153
O 6.057 -0.862 0.591
H 2.035 1.199 1.896
O -2.235 3.424 -4.400
C 0.271 1.984 -0.019
H 0.177 3.067 -0.119
H 1.159 -0.897 -0.008
H 3.598 -1.545 0.109
H 2.449 -2.756 0.661
O -0.235 -5.912 5.116
O -2.341 -1.985 0.185
C -4.841 0.553 1.129
C -2.670 6.141 -6.798
N -0.688 1.376 -0.972
H 0.652 -3.028 1.982
N -3.799 -0.585 -0.902
O 5.282 0.484 2.225
H -5.599 -2.076 0.089
C -2.426 0.237 -2.758
C 2.872 -1.776 0.887
C -4.859 0.297 -0.356

***

4.
Below is a structure of composition C20H29FeN5O2S2, with properties calculated with ωB97M-V/def2-TZVPD.

- HOMO (alpha / beta): -10.5980 / -10.6247 eV
- <S²>: 0.774
- E_tot: -3263.63025 hartree
- Orbital gap (alpha / beta): 7.80 / 7.40 eV
- Relative energy (zero: lowest compared OMol25 entry of this formula, charge and spin): 0.000 eV
- Spin multiplicity: 2
- E_LUMO (alpha / beta): -2.80 / -3.23 eV
- Max |F|: 0.627 eV/Å
- Net charge: +1

Atoms and positions in Å:
H 4.475 -3.859 1.771
C -0.574 1.745 2.693
C -0.511 -3.837 -1.624
H 3.933 -1.543 1.118
H -1.594 2.353 -0.365
H -0.319 -1.362 -1.937
H -0.931 0.877 -4.287
O -0.827 -0.622 -2.372
C 1.338 -3.092 -0.434
C 3.597 -3.667 1.170
C -2.840 0.945 0.393
H -0.154 2.431 3.431
H -2.970 0.612 -0.638
C -0.165 1.573 -3.962
H 1.172 -0.312 3.709
H -0.243 -2.269 2.945
C 0.735 -0.377 2.708
C 1.263 3.801 -2.345
Fe 0.098 0.579 0.081
C -0.512 -1.245 2.692
C -1.702 -3.588 -2.506
H 1.763 3.595 -3.291
H -0.425 2.587 -4.263
C -1.332 2.542 1.641
N -0.307 0.494 -1.764
H -3.643 -0.912 1.107
C 0.035 1.507 -2.489
O 1.504 2.956 0.350
N 0.489 0.927 2.066
H 0.772 1.311 -4.459
C 2.192 -2.039 0.016
N 0.263 -2.839 -1.257
H 0.480 4.539 -2.534
H -2.835 0.015 2.357
H -2.606 -3.942 -2.006
H -1.607 -4.158 -3.431
H 1.348 1.475 2.008
H -0.957 -5.953 -1.554
H 2.974 -5.709 1.069
H -1.836 -2.543 -2.757
H -2.267 2.929 2.057
H -1.245 1.084 3.233
H -1.291 -0.938 3.386
S 2.050 -0.328 -0.415
H 1.005 -6.471 -0.120
H -3.697 1.572 0.656
C 0.720 2.548 -1.747
S -1.267 -1.235 1.018
H 1.980 4.237 -1.653
C -2.790 -0.265 1.307
H 1.479 -0.878 2.091
N -1.589 1.722 0.431
C 1.643 -4.410 -0.016
C 2.774 -4.684 0.783
C 0.787 -5.457 -0.434
H -0.721 3.385 1.325
C 3.289 -2.350 0.792
N 0.912 2.221 -0.484
C -0.281 -5.177 -1.218

***

5.
Below is the molecule C19H19ClN4O2S in a non-equilibrium geometry, with properties calculated with ωB97M-V/def2-TZVPD.

- HOMO: -7.9774 eV
- E_tot: -1963.32549 hartree
- Structure (SMILES): CCOC(=O)CSc1nnc(CNc2cccc(Cl)c2)n1-c1ccccc1
- Orbital gap: 8.47 eV
- Relative energy (zero: lowest compared OMol25 entry of this formula, charge and spin): 0.564 eV
- E_LUMO: 0.49 eV
- Max |F|: 1.220 eV/Å

Atoms and positions in Å:
C -3.262 -4.791 1.225
N 0.954 0.743 -0.944
C 3.588 0.283 -3.472
H 5.470 -0.698 -3.204
C 2.165 0.348 -1.548
H -2.034 2.289 1.960
C 0.455 2.016 -0.852
S 1.281 3.417 -1.446
N -1.103 -1.927 0.575
H -1.974 5.152 3.046
C 0.004 -0.014 -0.306
H -3.423 -2.677 1.504
C -1.510 4.271 2.597
Cl -4.823 -5.097 1.907
C -0.777 -4.290 0.141
H 5.057 -1.229 -0.831
H -0.645 -6.398 -0.133
O 0.942 3.768 1.529
C -2.487 3.109 2.510
C 3.123 -0.329 -0.805
C -2.811 -3.490 1.145
C 0.088 4.282 0.859
C 0.035 -1.495 -0.189
C -1.552 -3.219 0.598
H 0.201 -4.114 -0.278
C -1.255 -5.583 0.227
H 3.771 0.527 -4.507
H 1.648 1.199 -3.442
C 4.542 -0.404 -2.739
C 4.309 -0.706 -1.408
C 0.256 4.656 -0.607
H -1.770 -1.196 0.773
H -3.389 3.417 1.988
N -0.962 0.748 0.117
O -1.109 4.662 1.279
H -2.872 -6.863 0.836
H -2.749 2.774 3.510
H 2.947 -0.536 0.240
H 0.966 -1.816 0.301
C 2.396 0.662 -2.881
H -0.717 4.720 -1.091
H 0.035 -1.927 -1.206
C -2.500 -5.855 0.768
N -0.683 2.020 -0.216
H -0.618 3.991 3.167
H 0.791 5.601 -0.697

***

6.
Below is a cluster of 2 separate species, C3H7O4 in total in a non-equilibrium geometry, with properties calculated with ωB97M-V/def2-TZVPD.

- HOMO: -4.3122 eV
- E_tot: -419.49908 hartree
- Orbital gap: 7.93 eV
- Relative energy (zero: lowest compared OMol25 entry of this formula, charge and spin): 1.307 eV
- E_LUMO: 3.62 eV
- Max |F|: 5.332 eV/Å
- Net charge: -1

Atoms and positions in Å:
H 3.001 -1.464 1.156
O -1.303 -0.960 0.055
O 2.418 -0.913 1.715
H 0.730 -1.826 1.946
C 1.055 -1.184 1.249
H -1.545 1.354 -2.666
H 1.069 1.005 1.401
H -0.176 0.204 2.426
C 0.271 0.197 1.415
O -1.215 1.534 -3.472
H -0.331 1.262 -3.445
C -0.744 0.107 0.179
H 1.204 -1.634 0.184
O -0.831 1.136 -0.555